(1)
C39H30F12NO2 | ωB97M-V/def2-TZVPD

CARTESIAN COORDINATES (ANGSTROEM)
1 O 5.75 4.06 0.50
2 C 5.19 2.99 -0.12
3 O 4.91 3.14 -1.56
4 C 6.03 2.67 -2.40
5 F 5.40 1.92 -3.55
6 F 6.90 1.70 -1.67
7 C 6.93 3.87 -3.08
8 F 6.24 5.18 -3.15
9 F 7.19 3.45 -4.51
10 C 8.40 4.10 -2.40
11 F 8.34 4.49 -0.94
12 F 9.38 2.99 -2.65
13 F 9.00 5.30 -3.09
14 C 4.84 1.69 0.82
15 C 5.08 0.12 0.44
16 C 4.72 -1.10 1.52
17 N 4.13 -0.73 2.89
18 C 3.85 0.72 3.30
19 C 4.20 2.02 2.32
20 H 5.51 -0.19 -0.61
21 H 4.94 -2.22 1.18
22 H 3.93 -1.55 3.54
23 H 3.39 0.84 4.40
24 H 3.96 3.10 2.71
25 F 2.39 -2.83 3.47
26 C 1.38 -2.74 2.59
27 C 1.55 -3.23 1.30
28 C 0.49 -3.14 0.39
29 C -0.72 -2.57 0.78
30 C -0.88 -2.08 2.08
31 C 0.17 -2.17 2.99
32 H 2.50 -3.67 1.01
33 H 0.61 -3.53 -0.62
34 H -1.54 -2.50 0.07
35 H -1.82 -1.62 2.38
36 H 0.06 -1.80 4.01
37 F 0.71 -0.41 -3.43
38 C 1.34 0.17 -4.46
39 C 2.73 0.21 -4.48
40 C 3.39 0.81 -5.55
41 C 2.65 1.38 -6.59
42 C 1.25 1.34 -6.56
43 C 0.60 0.73 -5.50
44 H 3.29 -0.23 -3.66
45 H 4.48 0.84 -5.58
46 H 3.16 1.85 -7.43
47 H 0.68 1.78 -7.37
48 H -0.49 0.68 -5.46
49 F 2.48 1.04 6.92
50 C 2.14 2.33 7.03
51 C 1.23 2.89 6.13
52 C 0.87 4.23 6.26
53 C 1.43 5.01 7.28
54 C 2.34 4.44 8.18
55 C 2.69 3.10 8.06
56 H 0.82 2.27 5.34
57 H 0.16 4.67 5.56
58 H 1.15 6.05 7.37
59 H 2.77 5.05 8.97
60 H 3.39 2.64 8.75
61 F -3.61 -1.50 1.11
62 C -4.41 -2.54 0.84
63 C -5.69 -2.31 0.34
64 C -6.52 -3.39 0.06
65 C -6.08 -4.69 0.30
66 C -4.80 -4.91 0.81
67 C -3.96 -3.83 1.08
68 H -6.02 -1.29 0.17
69 H -7.52 -3.21 -0.34
70 H -6.74 -5.53 0.08
71 H -4.46 -5.93 1.00
72 H -2.96 -3.99 1.47
73 F -9.30 -2.39 -0.96
74 C -9.85 -2.30 -2.18
75 C -11.23 -2.45 -2.32
76 C -11.80 -2.34 -3.58
77 C -11.00 -2.11 -4.70
78 C -9.62 -1.96 -4.55
79 C -9.04 -2.06 -3.28
80 H -11.84 -2.64 -1.44
81 H -12.88 -2.45 -3.70
82 H -11.45 -2.03 -5.69
83 H -8.99 -1.78 -5.42
84 H -7.97 -1.94 -3.15

Output
Energy relative to the best compared isomer or geometry (same formula, charge and spin) (kJ/mol): 1265.2
LUMO level (eV): -5.892
Total charge: +1
Frontier orbital gap (eV): 4.59

Atom charges from the Mulliken analysis, given in e for atoms 1 to 5: O -0.417; C 0.260; O -0.180; C 0.639; F -0.228


(2)
C16H16EuN3O8S | ωB97M-V/def2-TZVPD

CARTESIAN COORDINATES (ANGSTROEM)
1 Eu 0.54 1.27 1.23
2 C 4.80 2.11 1.39
3 C 3.62 1.75 0.54
4 O 2.80 0.92 0.88
5 N 3.50 2.41 -0.66
6 C 2.32 2.31 -1.52
7 C 1.21 3.29 -1.18
8 C 1.41 4.67 -1.17
9 C 0.37 5.49 -0.78
10 C -0.85 4.92 -0.44
11 C -0.97 3.55 -0.51
12 N 0.04 2.76 -0.86
13 H 5.18 1.20 1.84
14 H 4.45 2.78 2.18
15 H 5.59 2.61 0.82
16 H 4.15 3.16 -0.82
17 H 1.92 1.31 -1.47
18 H 2.65 2.49 -2.55
19 H 2.38 5.08 -1.44
20 H 0.52 6.56 -0.72
21 H -1.68 5.53 -0.11
22 H -1.90 3.03 -0.28
23 O -2.88 -0.95 1.07
24 C -1.87 -0.24 0.98
25 O -1.70 0.98 1.33
26 C -0.45 -0.68 0.52
27 O 0.31 -0.98 1.50
28 O 0.01 -0.18 -0.54
29 N -1.11 -1.62 4.59
30 C -0.50 -0.37 4.39
31 C 0.88 -0.26 4.27
32 C 1.46 0.95 4.00
33 C 0.67 2.10 3.85
34 C -0.70 2.00 4.03
35 C -1.28 0.78 4.32
36 S 1.38 3.56 3.14
37 O 2.78 3.59 3.55
38 O 0.58 4.70 3.55
39 O 1.24 3.28 1.69
40 H -0.56 -2.37 4.20
41 H -2.06 -1.65 4.24
42 H 1.50 -1.15 4.36
43 H 2.53 1.06 3.91
44 H -1.30 2.90 3.94
45 H -2.35 0.70 4.41

Output
Energy relative to the best compared isomer or geometry (same formula, charge and spin) (kJ/mol): 0.0
LUMO level (spin up / spin down) (eV): 2.527 / 2.524
Total charge: -1
Frontier orbital gap (spin up / spin down) (eV): 5.16 / 7.55
2S+1: 8

Atom charges from the Mulliken analysis, given in e for atoms 1 to 5: Eu 0.509; C -1.213; C 0.917; O -0.589; N -0.046


(3)
C26H40N2O7PPtSbSe | ωB97M-V/def2-TZVPD

CARTESIAN COORDINATES (ANGSTROEM)
1 Pt 0.60 0.51 0.01
2 O 5.19 -0.03 -3.12
3 C 4.19 0.03 -4.01
4 C 4.47 -0.35 -5.32
5 C 3.48 -0.34 -6.28
6 C 2.18 0.05 -5.96
7 C 1.90 0.46 -4.67
8 C 2.89 0.44 -3.68
9 C 2.48 0.82 -2.30
10 O 1.32 1.31 -2.09
11 N 3.41 0.64 -1.35
12 N 2.88 0.62 -0.09
13 C 3.59 0.10 0.83
14 C 3.20 -0.02 2.22
15 C 4.19 -0.45 3.12
16 C 3.95 -0.63 4.45
17 C 2.65 -0.40 4.93
18 C 1.66 0.01 4.07
19 C 1.90 0.24 2.70
20 O 0.88 0.74 2.00
21 H 4.79 0.15 -2.23
22 H 5.48 -0.65 -5.56
23 H 3.71 -0.67 -7.29
24 H 1.40 0.05 -6.72
25 H 0.91 0.78 -4.39
26 H 4.56 -0.31 0.55
27 H 5.19 -0.63 2.72
28 H 4.74 -0.94 5.12
29 H 2.43 -0.53 5.98
30 H 0.65 0.21 4.43
31 C -0.97 3.65 0.02
32 P 0.61 2.80 0.19
33 C 1.18 3.46 1.77
34 C 1.62 3.68 -1.01
35 H -0.81 4.73 -0.01
36 H -1.58 3.43 0.88
37 H -1.48 3.33 -0.89
38 H 1.12 4.55 1.71
39 H 2.21 3.15 1.95
40 H 0.56 3.09 2.58
41 H 1.56 4.75 -0.78
42 H 1.25 3.49 -2.02
43 H 2.65 3.34 -0.94
44 O -0.48 -0.96 -1.59
45 Se 0.46 -2.23 -0.90
46 O -0.16 -3.69 -1.26
47 O 0.09 -1.75 0.72
48 O 2.05 -2.04 -1.20
49 C -4.83 0.19 0.02
50 C -3.36 0.64 0.07
51 C -3.11 1.61 1.21
52 Sb -1.95 -0.99 0.32
53 C -2.13 -1.43 2.45
54 C -1.46 -2.75 2.85
55 C -3.60 -1.41 2.90
56 C -2.87 -2.55 -0.83
57 C -3.17 -2.03 -2.23
58 C -4.08 -3.15 -0.11
59 H -5.46 1.08 -0.05
60 H -5.12 -0.35 0.92
61 H -5.04 -0.44 -0.84
62 H -3.06 1.05 -0.89
63 H -3.48 1.23 2.16
64 H -3.63 2.56 1.02
65 H -2.06 1.81 1.32
66 H -1.58 -0.59 2.88
67 H -2.01 -3.61 2.47
68 H -1.44 -2.81 3.94
69 H -0.44 -2.82 2.49
70 H -4.18 -2.20 2.42
71 H -4.09 -0.46 2.69
72 H -3.63 -1.57 3.98
73 H -2.08 -3.29 -0.90
74 H -3.92 -1.24 -2.24
75 H -3.55 -2.86 -2.84
76 H -2.27 -1.65 -2.70
77 H -4.88 -2.43 0.07
78 H -3.80 -3.60 0.84
79 H -4.49 -3.94 -0.74

Output
Energy relative to the best compared isomer or geometry (same formula, charge and spin) (kJ/mol): 404.6
LUMO level (eV): -1.129
Frontier orbital gap (eV): 6.29

Atom charges from the Mulliken analysis, given in e for atoms 1 to 5: Pt 3.961; O -0.689; C 0.505; C -0.666; C -0.305


(4)
C36H49N5P2SiV | ωB97M-V/def2-TZVPD

CARTESIAN COORDINATES (ANGSTROEM)
1 V 0.56 -1.65 0.79
2 C -2.77 2.05 -5.05
3 C -1.82 2.76 -4.45
4 C -2.11 4.08 -3.81
5 C -3.39 4.13 -2.95
6 C -3.68 2.89 -2.13
7 C -4.45 1.91 -2.59
8 C -5.11 2.01 -3.96
9 C -4.21 2.45 -5.15
10 C -0.61 -2.25 2.56
11 H -2.56 1.14 -5.62
12 H -0.76 2.51 -4.57
13 H -2.19 4.84 -4.61
14 H -1.26 4.40 -3.19
15 H -3.32 5.00 -2.28
16 H -4.24 4.35 -3.62
17 H -3.27 2.89 -1.12
18 H -4.79 1.08 -1.97
19 H -5.95 2.72 -3.92
20 H -5.54 1.04 -4.23
21 H -4.61 1.95 -6.06
22 H -4.32 3.53 -5.34
23 H -0.27 -3.20 2.09
24 H -1.68 -2.34 2.78
25 H -0.04 -2.07 3.48
26 P -0.92 0.04 1.57
27 P 1.19 -0.06 -0.78
28 N -2.67 -0.22 1.64
29 N -0.76 0.81 3.22
30 N 0.42 -0.39 -2.33
31 N 2.84 0.28 -1.33
32 C -0.86 1.46 0.40
33 C 0.50 1.61 -0.31
34 C -3.27 -1.43 1.30
35 C -4.65 -1.26 1.31
36 C -4.91 0.09 1.70
37 C -3.68 0.71 1.90
38 C -0.87 0.16 4.46
39 C -0.47 1.03 5.47
40 C -0.13 2.27 4.85
41 C -0.32 2.11 3.48
42 C -0.15 -1.62 -2.70
43 C -0.79 -1.46 -3.93
44 C -0.59 -0.11 -4.34
45 C 0.14 0.52 -3.34
46 C 3.29 1.05 -2.39
47 C 4.67 1.20 -2.30
48 C 5.09 0.46 -1.14
49 C 3.96 -0.10 -0.58
50 H -1.14 2.39 0.91
51 H -1.64 1.27 -0.36
52 H 0.46 2.28 -1.19
53 H 1.26 2.05 0.36
54 H -2.68 -2.32 1.12
55 H -5.37 -2.03 1.07
56 H -5.89 0.54 1.83
57 H -3.44 1.72 2.21
58 H -1.21 -0.85 4.53
59 H -0.46 0.80 6.53
60 H 0.20 3.17 5.36
61 H -0.19 2.81 2.67
62 H -0.08 -2.50 -2.09
63 H -1.33 -2.21 -4.50
64 H -0.97 0.37 -5.22
65 H 0.47 1.55 -3.24
66 H 2.59 1.42 -3.14
67 H 5.30 1.77 -2.96
68 H 6.11 0.37 -0.78
69 H 3.85 -0.74 0.29
70 C 1.23 -3.87 -0.26
71 Si 2.64 -3.58 0.96
72 C 2.59 -4.89 2.29
73 C 4.33 -3.56 0.19
74 N 2.29 -2.00 1.69
75 C 3.01 -1.44 2.74
76 C 2.65 -0.17 3.28
77 C 3.26 0.33 4.43
78 C 4.33 -0.37 5.01
79 C 4.75 -1.61 4.48
80 C 4.11 -2.12 3.35
81 H 1.07 -4.95 -0.08
82 H 1.60 -3.78 -1.29
83 H 0.23 -3.39 -0.22
84 H 2.75 -5.84 1.77
85 H 3.37 -4.77 3.05
86 H 1.62 -4.91 2.81
87 H 4.47 -2.71 -0.48
88 H 5.10 -3.54 0.97
89 H 4.42 -4.50 -0.38
90 H 1.85 0.39 2.78
91 H 2.92 1.27 4.86
92 H 4.85 0.04 5.87
93 H 5.57 -2.18 4.93
94 H 4.44 -3.08 2.94

Output
Energy relative to the best compared isomer or geometry (same formula, charge and spin) (kJ/mol): 0.0
LUMO level (spin up / spin down) (eV): -0.172 / -0.402
Frontier orbital gap (spin up / spin down) (eV): 6.18 / 6.74
2S+1: 4

Atom charges from the Mulliken analysis, given in e for atoms 1 to 5: V -0.918; C -0.126; C -0.247; C -1.345; C -0.820